240
Properties=species:S:1:pos:R:3:forces:R:3:lowdin_charge:R:1 method="wB97M-V/def2-TZVPD" gap_ev=8.32 de_lowest_kj_mol=576.8
C -3.8018 -3.9959 -7.5446 -1.261 -0.274 -0.047 -0.0715
C -3.5075 -2.5785 -8.0545 -1.200 -2.299 0.484 -0.4464
C -2.5315 -1.8706 -7.1620 0.072 0.584 -0.097 -0.2237
O -2.9259 -1.7652 -5.8043 0.113 0.181 -0.176 -0.1558
C -1.8648 -1.2933 -5.0011 0.072 -0.761 0.845 -0.1166
N -3.0554 -2.7833 -9.4296 0.135 1.478 0.511 0.0410
H -4.3431 -4.0201 -6.5972 0.312 0.092 0.120 0.0740
H -2.9726 -4.7070 -7.5133 0.447 0.500 0.193 0.0790
H -4.4768 -4.4517 -8.2744 -0.100 0.083 -0.003 0.0734
H -4.4630 -2.0466 -8.1120 0.097 0.094 0.161 0.1437
H -2.4492 -0.8398 -7.5336 0.702 -0.089 -0.177 0.1274
H -1.6104 -2.4605 -7.2437 0.298 0.400 0.111 0.1204
H -1.0340 -2.0040 -4.9878 0.047 -0.112 -0.270 0.0723
H -2.2307 -1.2763 -3.9735 -0.057 0.025 -0.092 0.0606
H -1.4248 -0.3109 -5.1990 -0.438 0.212 -0.624 0.0857
H -2.2476 -3.3978 -9.4035 0.121 0.159 -0.128 0.0666
H -2.7189 -1.8501 -9.6666 0.369 -0.457 -0.862 0.0546
C -2.7972 0.1265 4.8703 0.532 -0.068 -0.366 -0.0546
C -3.2642 -1.2504 5.3780 0.885 0.165 0.498 -0.4043
C -2.4689 -1.7717 6.6166 0.357 1.345 -0.011 -0.1766
O -1.0894 -1.7399 6.3626 0.473 -0.541 0.088 -0.2015
C -0.3253 -0.6427 6.8268 -0.297 -0.551 0.298 -0.0964
N -4.7007 -1.3132 5.6376 -0.248 0.573 0.226 0.0507
H -2.7699 0.9927 5.5352 -0.335 -0.278 0.416 0.0919
H -3.4094 0.4027 4.0080 -0.179 0.040 0.121 0.0497
H -1.7872 0.0341 4.4591 0.032 -0.100 0.073 0.0615
H -3.0144 -1.8955 4.5338 -0.159 -0.348 0.180 0.0952
H -2.7092 -2.7768 6.9721 -0.318 -0.077 -0.500 0.1278
H -2.6045 -1.1031 7.4800 -0.667 0.052 -0.057 0.1192
H -0.6301 -0.2130 7.7896 -0.778 0.015 -0.164 0.0898
H -0.3634 0.1085 6.0397 0.704 0.358 0.250 0.0578
H 0.6474 -1.0476 7.1072 0.335 0.202 -0.821 0.0944
H -5.1087 -0.5496 5.0996 -0.252 -0.367 -0.320 0.0658
H -4.8607 -0.9569 6.5796 0.044 -0.360 0.155 0.0768
C 0.0923 -3.0319 -2.5803 -0.453 0.322 -0.851 -0.0568
C 1.0611 -2.9188 -1.4204 0.866 0.225 -0.271 -0.4003
C 0.9470 -4.0132 -0.3537 -0.475 0.417 0.483 -0.2043
O 1.0365 -5.3291 -0.8538 -0.044 -0.406 -0.315 -0.1625
C 0.5587 -6.2430 0.0955 -0.579 -0.608 0.365 -0.1396
N 2.4498 -2.8915 -1.9396 -0.583 -0.297 -0.136 0.0542
H -0.9693 -2.8739 -2.3664 0.014 -0.736 0.647 0.0752
H 0.2722 -3.9365 -3.1642 -0.265 -0.274 0.351 0.0902
H 0.1846 -2.2489 -3.3408 0.887 0.303 0.308 0.0380
H 0.9749 -1.9304 -0.9484 -0.953 -0.285 0.494 0.1143
H 0.0048 -3.9578 0.2083 -0.144 0.452 -0.188 0.1080
H 1.7293 -3.8402 0.3997 0.155 -0.030 -0.075 0.1248
H -0.5189 -6.1666 0.2982 -0.080 0.723 0.019 0.0818
H 1.0742 -6.1661 1.0569 0.156 0.107 0.048 0.0814
H 0.5990 -7.2877 -0.2189 0.751 0.184 -0.539 0.0849
H 2.4411 -2.2500 -2.7349 0.326 -0.275 0.242 0.0260
H 2.9969 -2.4293 -1.2211 0.224 -0.120 -0.307 0.0264
C 4.6591 0.0769 1.1083 0.335 1.044 0.267 -0.0745
C 5.2161 -0.2822 -0.2657 0.435 -1.013 1.802 -0.2842
O 4.6742 -1.5345 -0.6446 -0.437 0.241 -1.054 -0.0887
H 4.7443 -0.7637 1.7969 -0.112 -0.138 -0.142 0.0733
H 3.6419 0.4690 1.1321 -0.149 -0.368 -0.255 0.0547
H 5.2654 0.8784 1.5483 0.059 0.032 -0.010 0.0628
H 6.2885 -0.4345 -0.1000 0.158 0.356 -0.368 0.1093
H 5.0748 0.4899 -1.0183 -0.298 -0.291 -0.225 0.1014
H 5.0945 -2.2649 -0.1852 0.195 0.177 0.135 0.0972
C 3.3693 0.0711 -6.1556 1.157 -0.070 1.001 -0.0687
C 2.5336 -0.9773 -5.4374 -0.008 0.236 -1.319 -0.3085
O 2.6632 -0.8845 -4.0437 0.162 -0.239 -0.084 -0.0834
H 4.4477 -0.0909 -6.0312 -0.076 -0.509 0.279 0.0819
H 3.2526 0.9861 -5.5661 -0.477 0.377 -1.012 0.0391
H 3.2705 0.0649 -7.2386 -0.710 0.601 -0.001 0.0758
H 2.8394 -1.9424 -5.8483 -0.089 -0.315 0.757 0.1197
H 1.4845 -0.8404 -5.7273 -0.120 -0.045 -0.010 0.0954
H 2.2338 -0.0607 -3.7754 0.042 0.187 0.110 0.0596
C -0.1882 0.6614 -8.8745 0.450 -0.155 -0.364 -0.0773
C 0.1407 -0.8175 -8.9088 2.076 0.262 -0.721 -0.3316
O -0.4543 -1.4029 -10.0687 -0.261 -0.082 0.513 -0.0826
H 0.2311 1.1454 -7.9925 -0.536 -0.025 0.268 0.0583
H -1.2391 0.8567 -9.0835 -0.095 0.074 0.498 0.0751
H 0.3740 1.1259 -9.6882 -0.168 -0.034 -0.173 0.0773
H 0.0998 -1.3892 -7.9787 -1.148 0.044 -0.003 0.0849
H 1.2266 -0.8631 -9.0782 0.124 0.153 -0.018 0.1050
H 0.0974 -2.1435 -10.3338 -0.096 -0.046 -0.063 0.0886
C -1.2636 -6.6859 3.8749 0.810 -0.180 -0.544 -0.0785
C -0.6479 -5.2984 3.7804 -1.048 0.079 0.919 -0.3118
O -1.0400 -4.5404 4.9288 0.474 0.246 -0.151 -0.1050
H -1.0895 -7.1472 4.8458 -0.081 0.222 0.136 0.0778
H -0.7488 -7.3241 3.1484 -0.394 -0.132 -0.160 0.0673
H -2.3297 -6.6268 3.6663 -0.040 -0.219 0.039 0.0543
H -1.0261 -4.8072 2.8770 0.289 0.036 -0.176 0.0986
H 0.4401 -5.3290 3.7616 -0.003 0.041 0.018 0.1026
H -1.9900 -4.3573 4.8579 0.171 -0.197 -0.183 0.0308
C -5.9900 -4.6824 3.4735 0.738 -0.454 0.125 -0.0551
C -4.4810 -4.5557 3.1705 -1.619 1.570 -1.066 -0.2980
O -3.7755 -4.2962 4.3406 0.970 -0.602 1.058 -0.1053
H -6.1168 -5.7058 3.8283 -0.523 0.180 0.325 0.0788
H -6.6786 -4.4963 2.6530 0.329 -0.209 -0.295 0.0427
H -6.2409 -3.9387 4.2323 -0.062 -0.196 0.190 0.0751
H -4.3403 -3.6838 2.5109 0.028 -0.238 -0.242 0.0983
H -4.0993 -5.4327 2.6482 0.197 -0.036 0.331 0.1123
H -4.2581 -3.7319 4.9584 -0.315 0.096 -0.321 0.0714
C 0.3891 2.1872 -4.0066 -1.261 -0.012 -0.457 -0.1196
O 1.5704 1.7647 -3.3711 -0.177 0.203 0.750 -0.2060
C 1.7443 2.2511 -2.0316 -0.726 0.312 0.005 -0.1711
C 1.1556 1.3761 -0.9435 0.172 -1.203 -1.047 -0.2156
N -0.2564 1.0984 -1.1202 -0.045 0.844 0.876 -0.0436
C -1.0319 0.9122 0.1201 -0.007 0.246 -0.235 -0.1578
C -0.3948 0.0166 1.2355 0.209 0.237 -1.698 -0.1877
O -0.8429 -1.3294 1.1719 0.168 0.185 1.078 -0.1834
C -2.0574 -1.5694 1.8670 -1.087 -0.487 -1.704 -0.0917
H -0.5668 1.8401 -3.5954 0.384 -0.950 0.206 0.0709
H 0.4928 1.8424 -5.0352 -0.312 0.196 -0.017 0.0812
H 0.1246 3.2526 -3.9681 1.176 0.315 -0.158 0.0979
H 1.2087 3.1999 -1.9166 0.405 0.300 -0.362 0.1293
H 2.8193 2.3599 -1.8849 0.001 0.146 0.028 0.1189
H 1.3345 1.9039 -0.0063 -0.203 -0.131 0.098 0.1019
H 1.7159 0.4289 -0.9493 0.300 0.054 0.366 0.1142
H -0.5102 0.5559 -1.9250 0.191 -0.502 0.214 0.0933
H -2.0037 0.5351 -0.2033 -0.081 -0.146 0.305 0.0976
H -1.2098 1.9174 0.5074 -0.028 -0.058 0.320 0.0912
H -0.4372 0.4738 2.2255 -0.416 -0.119 0.132 0.1059
H 0.6556 0.0063 0.9431 0.176 -0.361 0.428 0.0948
H -2.0609 -2.3111 2.6679 0.871 0.373 0.405 0.0737
H -2.7104 -2.0531 1.1265 -0.139 0.029 -0.039 0.0832
H -2.5967 -0.6565 2.1228 0.296 0.119 0.381 0.0667
C 7.7048 -2.3063 8.9315 0.964 -0.389 -0.827 -0.1135
O 7.0278 -1.8872 7.7633 -0.230 0.497 0.667 -0.1761
C 7.1824 -0.5126 7.5179 -0.546 0.157 -0.053 -0.2617
C 6.5244 -0.1804 6.1931 0.146 -0.558 -0.251 -0.2212
N 5.0681 -0.4463 6.2306 0.450 0.812 0.222 -0.0344
C 4.4014 -0.1012 4.9706 0.338 1.374 -0.311 -0.2160
C 2.9390 -0.4511 4.7688 0.754 -0.693 -0.016 -0.2250
O 2.7768 -1.8626 4.7236 -0.828 1.104 -0.705 -0.1547
C 1.6211 -2.2217 3.9646 -0.802 -1.844 0.986 -0.0886
H 7.6867 -1.6385 9.7968 -0.589 0.177 -0.110 0.0848
H 8.7633 -2.3882 8.6460 0.105 -0.192 0.337 0.0856
H 7.3350 -3.2985 9.1799 -0.046 0.087 0.155 0.0874
H 8.2320 -0.1931 7.5321 0.169 -0.227 -0.277 0.1212
H 6.7098 0.1077 8.2944 -0.173 -0.239 0.243 0.1207
H 7.0016 -0.7927 5.4255 -0.111 0.040 -0.138 0.1212
H 6.7517 0.8771 6.0002 -0.015 0.076 -0.297 0.1143
H 4.8194 0.3405 6.8282 -0.751 -0.575 0.473 0.1046
H 4.9877 -0.3886 4.0952 -0.006 -0.663 0.198 0.1012
H 4.4130 0.9989 4.8792 -0.051 0.169 -0.135 0.1145
H 2.6844 -0.0152 3.7969 -0.139 0.053 -0.051 0.1016
H 2.2912 0.0278 5.5105 -0.003 -0.123 0.228 0.1082
H 1.1977 -1.5507 3.2149 0.947 0.322 -0.314 0.0758
H 0.7379 -2.4634 4.5732 0.180 0.446 0.619 0.0692
H 1.8357 -3.2250 3.5911 0.174 0.270 -0.724 0.0806
C -4.3729 0.4917 -2.8522 -0.188 0.511 -0.680 -0.1056
O -5.4811 0.2784 -2.0018 0.398 -0.357 0.628 -0.1641
C -5.1273 -0.4551 -0.8441 0.623 -0.736 0.529 -0.2331
C -6.2124 -0.4127 0.2116 -0.769 0.796 -0.572 -0.2078
N -7.2891 -1.3688 0.0187 -0.787 -0.990 0.243 -0.0529
C -7.0211 -2.7935 0.3226 0.208 0.991 -0.261 -0.2047
C -8.1588 -3.6377 -0.2230 0.712 -0.330 0.546 -0.2401
O -8.2244 -3.5925 -1.6379 -0.081 0.549 0.703 -0.1809
C -9.4955 -3.9417 -2.1305 -0.037 -0.204 -0.034 -0.1118
H -3.6076 -0.2860 -2.9383 -0.548 -0.475 0.437 0.0598
H -3.8140 1.3922 -2.5741 -0.171 0.175 0.077 0.0863
H -4.8181 0.6120 -3.8396 0.306 0.189 -0.109 0.0952
H -4.1779 -0.1165 -0.4108 0.052 0.310 -0.135 0.0933
H -4.9723 -1.5070 -1.1128 0.175 -0.033 -0.177 0.1189
H -6.6204 0.6044 0.1504 -0.325 -0.079 -0.197 0.1137
H -5.8741 -0.4089 1.2497 0.428 -0.693 -0.084 0.1065
H -7.6088 -1.4442 -0.9417 0.158 0.893 -0.145 0.1042
H -7.0436 -2.9632 1.3990 0.328 0.154 0.066 0.0915
H -6.0410 -3.0448 -0.0965 0.005 -0.623 0.151 0.1127
H -9.0276 -3.2913 0.3477 -0.533 0.234 -0.768 0.1275
H -8.0243 -4.6740 0.1038 0.144 -0.176 -0.084 0.1212
H -10.2484 -3.1891 -1.8761 0.020 0.043 -0.040 0.0903
H -9.8196 -4.9031 -1.7160 -0.024 -0.041 -0.074 0.0872
H -9.3987 -4.0305 -3.2112 -0.115 0.029 0.029 0.0893
C 7.8644 3.4429 0.8784 0.233 0.656 -0.583 -0.1056
O 6.8371 4.3882 0.6151 -0.127 -0.222 0.417 -0.1991
C 6.1103 4.7212 1.7884 -1.344 -1.003 -0.488 -0.2231
C 4.7835 5.3265 1.3326 -0.181 0.649 -0.129 -0.1946
N 3.7999 4.4246 0.7157 0.767 -0.372 -0.065 -0.0410
C 3.2895 3.3599 1.5688 -0.153 0.120 -0.308 -0.2214
C 2.0902 3.7984 2.4023 1.353 -0.620 -0.206 -0.2072
O 1.8142 2.6412 3.1633 -0.060 0.034 0.930 -0.1944
C 0.6543 2.7645 3.9500 -1.504 1.046 -0.848 -0.1051
H 8.5636 3.5943 0.0533 0.349 -0.081 0.362 0.0869
H 7.5747 2.3875 0.8336 -0.516 0.107 0.214 0.0779
H 8.2944 3.6776 1.8543 0.388 -0.225 -0.123 0.0878
H 6.6550 5.3479 2.4978 0.194 0.180 -0.221 0.1255
H 5.8312 3.7881 2.2957 0.365 0.001 0.294 0.1039
H 5.0009 6.0452 0.5392 0.101 0.270 0.236 0.1189
H 4.3029 5.8625 2.1537 0.083 0.018 0.043 0.1123
H 4.3257 3.9871 -0.0359 -0.308 -0.018 -0.198 0.0925
H 4.0591 2.9215 2.2125 -0.169 0.018 0.251 0.1002
H 2.9324 2.5414 0.9434 0.192 0.064 -0.102 0.0817
H 1.2753 4.0848 1.7313 -0.219 0.039 0.169 0.1233
H 2.4177 4.6415 3.0194 -0.482 0.100 0.240 0.1248
H 0.4117 1.9044 4.5696 0.501 -0.283 -0.251 0.0720
H -0.1669 2.9581 3.2424 -0.311 -0.547 0.134 0.0618
H 0.5550 3.6634 4.5733 0.875 -0.001 0.227 0.0914
C 1.2220 4.4600 -8.3935 -1.049 -0.702 -0.438 -0.1189
O 1.3908 3.3897 -7.4755 0.446 1.260 0.313 -0.2125
C 2.1174 3.8011 -6.2940 0.260 -1.396 -0.862 -0.2081
C 3.5393 4.2380 -6.6800 -1.308 0.715 0.565 -0.2238
N 4.3627 4.4409 -5.5048 -0.266 -0.728 0.281 -0.0601
C 4.7103 3.1543 -4.8686 0.514 0.744 -0.708 -0.1889
C 5.8466 3.3587 -3.8714 0.095 -1.028 -0.357 -0.2010
O 6.2973 2.0550 -3.5367 0.233 -0.506 -0.606 -0.2017
C 7.1653 2.0123 -2.4256 -0.834 0.903 -0.048 -0.1113
H 0.8254 5.3339 -7.8717 0.195 0.219 -0.132 0.0931
H 0.4636 4.1074 -9.0982 -0.135 0.141 0.102 0.0842
H 2.0750 4.6931 -9.0353 0.387 0.072 0.496 0.0846
H 2.0693 2.8486 -5.7641 0.583 0.458 0.462 0.0696
H 1.6437 4.5824 -5.6938 -0.338 0.048 -0.234 0.1279
H 3.4048 5.2434 -7.0871 0.241 -0.172 -0.537 0.1150
H 3.8781 3.5291 -7.4459 0.447 0.023 0.080 0.1290
H 5.2010 4.9242 -5.8021 0.128 -0.080 0.201 0.1027
H 5.1143 2.5128 -5.6633 0.202 -0.313 0.218 0.1186
H 3.8256 2.6246 -4.5205 0.015 0.390 0.562 0.0884
H 5.6781 3.9005 -2.9369 -0.571 0.295 -0.184 0.1206
H 6.6017 3.8919 -4.4630 0.371 0.123 0.357 0.1219
H 6.5558 2.4498 -1.6227 0.644 -0.116 0.576 0.0677
H 8.0549 2.6286 -2.5966 0.074 -0.063 0.103 0.0920
H 7.4468 0.9880 -2.1962 -0.117 -0.030 -0.156 0.0892
C -2.9332 5.6481 5.0639 -0.829 0.176 -0.331 -0.1027
O -2.1744 4.7522 4.2741 0.180 0.889 0.420 -0.1922
C -2.0492 5.2267 2.9496 1.267 -1.104 -1.463 -0.2136
C -2.9865 4.4450 2.0188 -0.571 -0.932 0.235 -0.1677
N -2.8735 2.9720 2.2269 -0.255 1.535 -0.918 -0.0514
C -4.1128 2.3586 1.7535 1.557 -1.696 2.350 -0.2098
C -5.3603 2.6098 2.5924 -0.713 0.123 -0.855 -0.2305
O -5.1235 2.5918 3.9805 0.626 -0.137 -0.429 -0.1893
C -6.1109 3.2204 4.7529 -0.037 0.367 0.190 -0.1066
H -3.8773 5.8351 4.5388 -0.243 -0.080 0.307 0.0865
H -2.5012 6.6443 5.2078 0.548 -0.173 -0.125 0.0865
H -3.1295 5.2277 6.0477 0.069 -0.254 -0.116 0.0881
H -1.0332 4.9757 2.6235 0.081 -0.273 0.152 0.0986
H -2.0186 6.3110 2.8270 -0.828 0.110 0.309 0.1254
H -2.8611 4.4904 0.9330 0.694 0.993 0.087 0.1203
H -4.0324 4.7523 2.1420 -0.018 0.199 0.461 0.1003
H -2.6201 2.7144 3.1704 -0.536 0.136 0.182 0.0852
H -3.9095 1.3026 1.9818 -0.104 -0.220 -0.705 0.0868
H -4.2644 2.4618 0.6799 -0.116 0.242 0.042 0.1282
H -5.9895 1.7609 2.2987 -0.583 0.281 0.145 0.1081
H -5.8468 3.5458 2.3008 -0.179 0.020 0.116 0.1122
H -6.9504 2.5672 5.0104 0.064 -0.147 -0.068 0.0880
H -6.5200 4.1012 4.2464 0.035 0.007 -0.056 0.0863
H -5.6188 3.5627 5.6640 -0.129 -0.095 0.080 0.0852